[1]
{"formula": "C62H147N8O10", "method": "ωB97M-V/def2-TZVPD", "symbols": ["C", "C", "O", "O", "H", "H", "H", "C", "C", "C", "C", "C", "C", "N", "O", "C", "C", "C", "H", "H", "H", "H", "H", "H", "H", "H", "H", "H", "H", "H", "H", "H", "H", "H", "H", "H", "C", "C", "C", "C", "C", "C", "N", "O", "C", "C", "C", "H", "H", "H", "H", "H", "H", "H", "H", "H", "H", "H", "H", "H", "H", "H", "H", "H", "H", "C", "C", "N", "C", "C", "C", "C", "C", "O", "C", "H", "H", "H", "H", "H", "H", "H", "H", "H", "H", "H", "H", "H", "H", "H", "H", "H", "H", "H", "H", "C", "C", "N", "C", "C", "C", "C", "C", "O", "C", "H", "H", "H", "H", "H", "H", "H", "H", "H", "H", "H", "H", "H", "H", "H", "H", "H", "H", "H", "H", "C", "C", "N", "C", "C", "C", "C", "C", "O", "C", "H", "H", "H", "H", "H", "H", "H", "H", "H", "H", "H", "H", "H", "H", "H", "H", "H", "H", "H", "H", "C", "C", "N", "C", "C", "C", "C", "C", "O", "C", "H", "H", "H", "H", "H", "H", "H", "H", "H", "H", "H", "H", "H", "H", "H", "H", "H", "H", "H", "H", "C", "N", "C", "C", "C", "C", "O", "H", "H", "H", "H", "H", "H", "H", "H", "H", "H", "H", "H", "H", "H", "C", "N", "C", "C", "C", "C", "O", "H", "H", "H", "H", "H", "H", "H", "H", "H", "H", "H", "H", "H", "H"], "positions_angstrom": [[-3.445, 2.010, 22.343], [-3.357, 3.219, 21.415], [-3.529, 4.361, 21.915], [-3.201, 3.028, 20.199], [-2.962, 2.257, 23.288], [-2.724, 1.287, 21.959], [-4.451, 1.605, 22.454], [1.269, -9.382, 26.023], [1.454, -8.031, 25.314], [0.572, -7.872, 24.102], [-0.945, -7.570, 24.351], [-1.128, -6.340, 25.271], [-0.254, -6.379, 26.569], [1.175, -6.869, 26.308], [2.143, -6.647, 27.329], [-0.963, -7.291, 27.545], [-0.153, -4.927, 27.213], [2.871, -7.960, 24.739], [0.249, -9.626, 26.320], [1.830, -9.392, 26.958], [1.598, -10.257, 25.462], [0.689, -8.634, 23.332], [0.889, -7.065, 23.441], [-1.416, -8.451, 24.787], [-1.406, -7.430, 23.373], [-2.178, -6.141, 25.485], [-0.876, -5.419, 24.746], [-1.244, -8.205, 27.023], [-1.815, -6.772, 27.984], [-0.211, -7.530, 28.297], [0.378, -4.182, 26.621], [0.401, -4.860, 28.150], [-1.103, -4.439, 27.433], [3.612, -7.569, 25.436], [2.977, -7.223, 23.943], [3.171, -8.914, 24.305], [4.022, 7.785, 23.932], [4.440, 6.339, 23.578], [4.287, 5.960, 22.107], [5.324, 6.716, 21.176], [6.705, 6.208, 21.537], [7.126, 6.360, 23.053], [5.886, 6.086, 23.960], [6.150, 5.957, 25.352], [7.426, 7.765, 23.344], [8.213, 5.280, 23.404], [3.627, 5.310, 24.379], [4.269, 7.932, 24.984], [2.960, 7.959, 23.755], [4.476, 8.549, 23.302], [3.258, 6.193, 21.833], [4.385, 4.879, 22.007], [5.340, 7.805, 21.235], [5.012, 6.610, 20.137], [7.412, 6.844, 21.003], [6.846, 5.185, 21.190], [8.370, 7.925, 22.823], [7.577, 8.050, 24.385], [6.662, 8.453, 22.982], [7.760, 4.289, 23.428], [8.789, 5.443, 24.316], [9.009, 5.200, 22.663], [2.601, 5.306, 24.013], [3.542, 5.492, 25.451], [3.942, 4.289, 24.164], [-9.157, 7.147, 21.409], [-10.469, 7.259, 22.176], [-10.267, 6.868, 23.713], [-11.557, 7.338, 24.488], [-10.029, 5.346, 23.984], [-10.822, 4.324, 23.138], [-9.157, 7.652, 24.331], [-9.288, 9.209, 24.534], [-9.512, 9.785, 23.243], [-9.555, 11.187, 23.379], [-8.756, 6.144, 21.556], [-8.379, 7.865, 21.668], [-9.276, 7.334, 20.342], [-11.243, 6.594, 21.791], [-10.925, 8.249, 22.205], [-11.437, 7.317, 25.571], [-12.391, 6.772, 24.074], [-11.706, 8.383, 24.215], [-10.354, 5.218, 25.017], [-8.952, 5.192, 23.919], [-10.672, 3.260, 23.323], [-10.582, 4.412, 22.079], [-11.880, 4.455, 23.364], [-8.212, 7.317, 23.902], [-9.092, 7.273, 25.351], [-8.325, 9.524, 24.935], [-9.992, 9.478, 25.322], [-10.321, 11.598, 24.037], [-9.860, 11.476, 22.374], [-8.572, 11.594, 23.619], [-8.640, -2.591, 29.711], [-9.268, -3.957, 29.530], [-10.082, -4.471, 30.689], [-11.419, -3.684, 30.774], [-10.311, -6.010, 30.400], [-11.004, -6.246, 29.025], [-9.215, -4.421, 32.011], [-9.747, -5.289, 33.228], [-11.032, -4.896, 33.656], [-11.327, -5.252, 34.995], [-9.400, -1.811, 29.748], [-8.021, -2.289, 28.867], [-8.007, -2.429, 30.583], [-8.414, -4.607, 29.339], [-9.921, -4.101, 28.670], [-11.996, -4.234, 31.517], [-12.070, -3.686, 29.900], [-11.342, -2.656, 31.130], [-10.975, -6.396, 31.173], [-9.350, -6.519, 30.475], [-11.227, -7.303, 28.880], [-10.509, -5.946, 28.102], [-12.015, -5.841, 28.963], [-9.134, -3.385, 32.339], [-8.250, -4.828, 31.708], [-9.037, -5.137, 34.041], [-9.736, -6.355, 33.003], [-12.416, -5.283, 34.979], [-11.099, -4.397, 35.631], [-10.844, -6.184, 35.289], [-1.319, -2.324, 17.031], [0.108, -2.821, 17.284], [1.177, -2.188, 16.328], [2.524, -2.980, 16.492], [0.800, -2.187, 14.816], [0.687, -3.585, 14.117], [1.421, -0.687, 16.795], [2.809, -0.113, 16.343], [3.353, -0.213, 15.013], [4.690, 0.229, 14.923], [-1.604, -2.509, 15.996], [-1.434, -1.259, 17.232], [-2.033, -2.693, 17.767], [0.058, -3.862, 16.968], [0.374, -2.807, 18.342], [3.200, -2.858, 15.645], [2.291, -4.043, 16.445], [2.989, -2.810, 17.463], [1.644, -1.683, 14.345], [-0.082, -1.555, 14.722], [-0.067, -4.190, 14.620], [1.555, -4.244, 14.085], [0.444, -3.503, 13.058], [1.384, -0.758, 17.882], [0.540, -0.109, 16.514], [3.523, -0.517, 17.062], [2.743, 0.968, 16.467], [5.308, -0.363, 15.599], [4.926, 1.273, 15.130], [4.946, 0.031, 13.882], [-10.149, 6.001, 11.469], [-10.664, 4.939, 12.447], [-11.333, 3.681, 11.779], [-12.366, 4.288, 10.799], [-10.252, 2.748, 11.054], [-10.807, 1.867, 9.962], [-12.164, 2.852, 12.797], [-11.420, 1.975, 13.854], [-10.254, 2.564, 14.339], [-9.227, 1.679, 14.890], [-10.908, 6.543, 10.905], [-9.455, 5.571, 10.746], [-9.610, 6.755, 12.042], [-11.425, 5.488, 13.002], [-9.875, 4.514, 13.067], [-12.903, 3.401, 10.461], [-11.944, 4.836, 9.957], [-13.087, 4.920, 11.317], [-9.619, 2.304, 11.822], [-9.547, 3.444, 10.599], [-11.280, 0.964, 10.348], [-9.908, 1.633, 9.392], [-11.458, 2.381, 9.255], [-12.810, 2.196, 12.214], [-12.849, 3.496, 13.350], [-11.235, 0.952, 13.526], [-12.101, 1.814, 14.690], [-8.672, 1.238, 14.062], [-9.591, 0.899, 15.558], [-8.587, 2.274, 15.541], [-3.028, 15.245, 17.338], [-3.331, 13.785, 17.797], [-4.346, 13.884, 18.976], [-3.980, 13.230, 16.475], [-1.984, 13.122, 18.196], [-2.107, 11.879, 19.158], [-2.888, 10.891, 18.448], [-2.352, 15.033, 16.510], [-2.618, 15.621, 18.275], [-3.870, 15.880, 17.064], [-3.969, 14.332, 19.895], [-4.638, 12.894, 19.328], [-5.166, 14.448, 18.532], [-4.445, 12.301, 16.806], [-3.194, 13.045, 15.742], [-4.733, 13.936, 16.125], [-1.506, 13.938, 18.737], [-1.461, 12.906, 17.264], [-2.626, 12.196, 20.063], [-1.078, 11.612, 19.397], [-2.980, 10.129, 19.025], [0.507, 7.015, 14.011], [-0.222, 7.073, 12.636], [0.099, 8.481, 12.024], [0.388, 6.091, 11.660], [-1.772, 6.896, 12.666], [-2.270, 5.585, 13.214], [-3.218, 5.851, 14.163], [0.141, 6.129, 14.529], [0.156, 7.860, 14.603], [1.581, 7.002, 13.823], [1.170, 8.520, 11.830], [-0.187, 9.210, 12.782], [-0.235, 8.622, 10.996], [0.373, 5.012, 11.814], [1.454, 6.278, 11.529], [0.106, 6.371, 10.645], [-2.144, 7.119, 11.666], [-2.072, 7.753, 13.270], [-1.506, 4.876, 13.534], [-2.834, 5.154, 12.387], [-2.934, 5.535, 15.023]], "atomic_forces_ev_per_a": [[1.6, -0.1, 0.2], [-1.1, 1.7, 0.0], [0.1, -0.3, 0.7], [0.5, -1.0, -1.1], [-0.7, 0.3, 0.4], [-0.5, -0.6, -0.4], [0.2, 0.0, 0.0], [-0.5, -0.2, 1.7], [1.0, 0.0, -1.5], [-2.4, 1.4, -1.1], [0.9, -0.5, 0.5], [1.2, 0.3, -1.0], [-0.5, 3.0, -0.4], [4.5, -0.8, 6.6], [-6.5, -1.2, -7.2], [1.3, -1.1, 0.5], [0.7, 0.1, 0.0], [1.1, 1.1, 0.3], [-0.2, 0.4, -0.2], [0.2, 0.0, 0.0], [0.2, 0.5, -0.6], [0.0, -0.9, 0.8], [0.5, 0.7, 0.6], [-0.1, 0.0, 0.1], [-0.1, 0.2, 0.2], [0.0, -0.5, 0.7], [0.4, 0.0, -0.4], [-0.3, 0.0, 0.3], [0.1, -0.1, -0.2], [-0.5, -0.2, 0.5], [0.0, -0.4, -0.7], [-0.1, -0.8, 0.1], [-0.4, -0.7, -0.3], [0.0, -0.7, 0.4], [-0.6, 0.0, -0.2], [-0.1, 0.0, 0.4], [0.6, 0.1, 0.0], [-0.4, -1.3, 0.2], [0.7, 1.6, -0.9], [-1.1, -0.6, 1.0], [0.3, 0.2, 0.0], [-0.9, -3.1, -0.5], [1.9, 0.7, 8.5], [-1.8, 0.5, -9.5], [0.8, 2.0, 0.5], [-0.1, 0.4, 0.1], [-0.8, -0.1, 0.1], [-0.2, 0.3, -0.1], [-0.1, -0.7, 0.2], [0.5, -0.2, 0.2], [0.0, 0.1, 0.0], [0.2, 0.0, -0.2], [-0.5, 0.1, 0.7], [0.5, -0.7, -0.1], [0.4, -0.3, 0.0], [0.0, -0.1, 0.2], [0.0, 0.4, -0.1], [0.1, -0.5, 0.1], [0.2, -0.1, -0.3], [-0.1, 0.1, 0.1], [-0.6, 0.2, 0.3], [-0.3, 0.5, -0.5], [-0.1, 0.4, -0.2], [0.4, 0.0, -0.1], [0.4, 0.1, 0.3], [0.0, 0.0, 0.1], [0.2, -0.2, 1.1], [-1.9, 0.7, -0.2], [0.7, 0.0, -1.7], [-0.1, -0.2, 0.0], [-0.2, 0.9, -0.2], [0.6, 0.2, 1.5], [0.6, -1.8, -1.7], [-0.2, -0.3, 2.2], [-0.3, 0.7, -1.7], [0.1, 0.0, -0.3], [-0.3, 0.0, 0.5], [-0.5, -0.3, 0.0], [0.2, -0.2, 0.1], [0.5, 0.0, 0.0], [0.1, -0.6, -0.2], [0.0, -0.1, 0.5], [0.0, -0.1, -0.1], [0.3, 0.1, 0.1], [-0.1, 0.0, 0.0], [0.7, 0.2, 0.8], [-0.4, 0.3, -0.1], [-0.1, 0.2, -0.5], [-0.1, 0.5, -0.4], [-0.1, -0.2, 0.2], [0.3, 0.0, -0.1], [-0.6, 0.0, -0.4], [0.0, -0.4, 0.4], [0.3, 0.6, 0.0], [0.0, 0.1, 0.1], [-0.8, 1.3, -0.1], [0.9, -0.2, -0.1], [0.3, -0.6, 0.3], [-0.3, -1.2, 1.2], [-1.2, 1.0, -1.1], [-0.4, -0.3, 0.2], [-1.6, -0.7, 0.4], [-0.1, 0.8, -0.6], [0.8, 0.1, -1.5], [-0.9, 0.8, -0.1], [-0.1, 0.1, 0.1], [0.0, -0.5, -0.2], [-0.1, -0.6, 0.1], [-0.2, -0.7, 0.4], [0.1, 0.7, 0.0], [0.1, 0.2, 0.2], [0.9, -0.3, -0.5], [0.7, -0.2, 0.0], [0.1, 0.2, 0.1], [0.0, 0.3, 0.0], [0.4, -0.2, 0.4], [0.4, 0.1, 0.4], [0.1, 0.4, 0.4], [-0.1, -0.1, -0.3], [0.0, 0.2, 0.0], [0.4, 0.1, 0.0], [0.1, -0.1, -0.2], [0.1, -0.6, 0.4], [0.5, -0.3, 0.3], [-0.2, 0.1, 0.2], [0.5, 1.3, 0.3], [-0.8, -0.7, -1.7], [1.1, 0.3, 0.9], [-1.3, -0.6, -0.2], [1.0, -0.8, -0.2], [-0.5, 0.0, 1.0], [0.3, -1.6, -1.5], [0.2, 0.8, 0.1], [-1.9, -0.7, 0.7], [0.6, -0.7, -0.3], [-0.3, -0.2, 0.3], [0.3, 0.3, -0.3], [0.2, -0.8, -0.3], [0.5, -0.1, 0.2], [0.6, 0.5, -0.3], [-0.1, 0.8, 0.2], [-0.4, 0.1, 0.2], [-0.2, 0.4, -0.2], [-0.1, 0.3, 0.2], [0.0, -0.3, 0.0], [-0.3, 0.0, -0.3], [0.5, 0.6, 0.5], [-0.4, 0.5, 0.2], [0.4, 0.2, 0.0], [0.2, -0.1, -0.4], [0.3, 0.1, 0.0], [-0.2, 0.1, 0.8], [0.2, -0.2, -0.1], [-0.7, 0.3, 0.2], [0.3, 0.0, 0.2], [0.4, -0.6, -0.4], [0.0, -0.4, -0.6], [-0.2, 1.0, 0.1], [0.0, -1.7, 0.2], [-0.6, 2.2, 0.3], [0.4, -0.2, 0.3], [0.6, -0.2, 0.3], [-0.1, -0.5, -0.1], [1.4, 0.2, 0.5], [-0.7, 0.6, -0.2], [-0.2, -0.2, 0.2], [0.1, 0.1, 0.0], [0.0, -0.1, 0.1], [-0.2, -0.8, 0.5], [-0.2, 0.3, 0.2], [-0.2, 0.4, -0.4], [0.3, -0.3, 0.3], [0.4, 0.0, 0.3], [-0.7, -0.4, 0.2], [-0.3, 0.4, -0.1], [0.0, 0.0, -0.2], [-0.2, -0.6, -0.1], [0.0, 0.0, 0.2], [0.2, -0.1, -0.1], [0.3, 0.5, -0.3], [0.2, 0.0, -0.7], [-0.5, 0.2, 0.0], [0.1, -0.1, 0.1], [-0.6, -0.1, -0.3], [0.0, 0.3, -0.5], [0.9, -1.5, 1.6], [-1.3, 1.0, -0.8], [0.3, -0.8, -1.1], [0.0, -0.9, 2.3], [-1.3, 0.0, 0.7], [-0.9, 1.3, -1.9], [0.9, 0.7, 0.5], [0.3, 1.0, 0.2], [0.7, 0.8, -0.7], [-0.3, -0.7, -0.1], [0.6, 0.6, -0.6], [-0.2, -0.1, -0.7], [-0.1, -0.1, 0.5], [0.0, -0.1, -0.5], [-0.1, 0.2, 0.2], [0.2, 0.0, 0.1], [0.4, -0.3, 0.0], [0.0, -0.1, 0.2], [0.1, -0.1, 0.1], [-0.1, -0.4, 0.0], [-0.1, -0.3, 0.1], [-1.7, -0.2, -1.0], [0.8, 0.3, -1.3], [0.7, -1.1, 0.5], [1.3, 0.5, -1.0], [2.0, 1.5, 0.3], [-0.3, -0.3, -1.5], [-0.9, 0.1, 1.8], [0.4, -0.2, -0.2], [0.3, 0.1, -0.2], [-0.2, 0.1, 0.1], [0.2, -0.1, 0.7], [-0.2, 0.1, -0.5], [-1.1, -0.2, 0.4], [-1.0, 0.2, 0.6], [0.3, 0.3, 0.8], [-0.9, -0.3, 0.1], [0.4, -0.2, -0.1], [-0.4, -0.3, 0.3], [0.2, 0.1, -0.1], [0.3, -0.6, -0.1], [-0.2, 0.0, 0.2]], "e_lumo_ev": -12.8814, "charge": 7}



[2]
{"formula": "C3H4BeO3", "method": "ωB97M-V/def2-TZVPD", "symbols": ["C", "C", "O", "C", "O", "O", "H", "H", "H", "Be", "H"], "positions_angstrom": [[-0.951, 1.190, 0.613], [-0.682, -0.032, 1.101], [-0.333, -1.111, 0.299], [0.638, -1.075, -0.572], [1.146, 0.076, -0.960], [0.945, -2.054, -1.252], [0.666, 0.942, -0.524], [-0.645, -0.297, 2.158], [-1.478, 1.274, -0.341], [1.781, -0.898, -1.874], [-1.086, 1.985, 1.350]], "atomic_forces_ev_per_a": [[-0.7, -1.0, 0.3], [0.5, 2.0, 1.0], [1.6, -1.2, -1.7], [-7.2, -1.4, 4.7], [0.6, 3.1, 0.5], [2.0, 0.3, -0.9], [0.1, -0.7, 0.2], [0.3, -0.1, -0.2], [0.7, 0.3, -0.4], [2.3, -1.4, -3.2], [-0.1, -0.2, -0.3]], "e_lumo_ev": -12.1666, "charge": 2}



[3]
{"formula": "H2N4O2", "method": "ωB97M-V/def2-TZVPD", "symbols": ["H", "N", "N", "N", "O", "N", "O", "H"], "positions_angstrom": [[-0.927, 1.869, -1.136], [-1.102, 0.820, -1.528], [-0.830, -0.250, -1.355], [0.110, -0.514, 0.009], [0.595, 0.712, 0.412], [0.352, -1.537, 0.631], [1.003, -1.433, 1.667], [0.798, 0.334, 1.301]], "atomic_forces_ev_per_a": [[0.1, -3.5, -0.1], [-1.3, 8.1, -1.1], [0.9, -5.9, 1.1], [-0.6, 3.3, -2.8], [-0.1, -0.7, 1.1], [-0.8, -3.1, -0.2], [0.8, 0.8, 1.2], [0.9, 1.0, 0.9]], "smiles": "[H]/N=N\\N(O)N=O", "e_lumo_ev": -0.0230, "charge": 0}



Computed E_tot, in the same sequence as the records: -3637.87705; -356.36620; -370.45259 Ha.
Computed highest occupied orbital energy, in the same sequence as the records: -14.32; -20.26; -9.50 eV.